1.
{
  "formula": "C4H14O2S2",
  "method": "wB97M-V/def2-TZVPD",
  "e_above_lowest_kcal_mol": 39.4,
  "multiplicity": 2,
  "total_charge": -1,
  "energy_ev": -30139.44633,
  "gap_ha": [0.070, 0.335],
  "species": ["C", "C", "S", "S", "C", "C", "H", "H", "H", "H", "H", "H", "H", "H", "H", "H", "H", "H", "O", "H", "H", "O"],
  "coordinates": [[-2.516, 0.106, 1.769], [-3.103, 0.145, 0.391], [-2.088, 0.973, -0.995], [-1.412, -0.375, -2.345], [0.301, -0.987, -1.984], [1.293, 0.029, -1.402], [-1.993, 1.023, 2.074], [-1.836, -0.729, 1.900], [-3.346, -0.074, 2.495], [-4.017, 0.730, 0.344], [-3.126, -0.882, 0.002], [0.215, -1.906, -1.389], [0.684, -1.215, -2.995], [1.311, 0.976, -1.911], [2.279, -0.433, -1.268], [1.029, 0.297, -0.386], [2.995, -0.457, 4.082], [3.511, -1.350, 5.073], [3.884, -0.685, 4.448], [4.831, -0.185, 2.281], [5.558, 1.182, 1.980], [5.016, 0.475, 1.601]]
}

=====

2.
{
  "formula": "C4H7N3O3",
  "method": "wB97M-V/def2-TZVPD",
  "e_above_lowest_kcal_mol": 91.1,
  "total_charge": 0,
  "smiles": "CC(=O)N(C)C(=O)NN=O",
  "energy_ev": -14870.96037,
  "gap_ha": 0.349,
  "species": ["C", "C", "O", "N", "C", "C", "O", "N", "N", "O", "H", "H", "H", "H", "H", "H", "H"],
  "coordinates": [[-2.232, -0.440, -1.083], [-0.693, -0.337, -1.383], [-0.437, -0.729, -2.461], [0.309, -0.058, -0.483], [1.738, -0.442, -0.800], [-0.005, -0.017, 0.902], [-0.330, -1.077, 1.457], [0.342, 1.091, 1.714], [0.703, 1.024, 2.977], [1.387, 1.972, 3.329], [-2.517, -1.375, -0.943], [-2.432, 0.165, -0.097], [-2.773, -0.001, -1.829], [2.263, -0.558, 0.193], [1.729, -1.417, -1.331], [2.312, 0.187, -1.458], [0.637, 2.010, 1.296]]
}

=====

3.
{
  "formula": "C46H49BrN6P2PdSSi2",
  "method": "wB97M-V/def2-TZVPD",
  "multiplicity": 5,
  "total_charge": 2,
  "energy_ev": -176112.61942,
  "gap_ha": [0.260, 0.125],
  "species": ["Pd", "C", "Si", "C", "C", "N", "P", "C", "P", "N", "Si", "C", "C", "C", "C", "C", "C", "C", "C", "C", "C", "C", "C", "C", "C", "C", "C", "C", "C", "C", "C", "C", "C", "C", "C", "C", "C", "C", "H", "H", "H", "H", "H", "H", "H", "H", "H", "H", "H", "H", "H", "H", "H", "H", "H", "H", "H", "H", "H", "H", "H", "H", "H", "H", "H", "H", "H", "H", "H", "H", "H", "H", "H", "H", "H", "H", "N", "C", "C", "C", "C", "C", "C", "N", "C", "C", "C", "S", "C", "N", "H", "H", "H", "H", "H", "H", "H", "Br", "C", "C", "C", "C", "C", "N", "H", "H", "H", "H"],
  "coordinates": [[0.535, -1.946, 0.091], [4.118, 0.336, 2.834], [3.023, -1.202, 2.694], [3.822, -2.458, 1.619], [2.788, -1.961, 4.453], [1.473, -0.804, 1.895], [0.552, 0.498, 1.765], [-0.117, 0.200, 0.141], [-1.105, 0.938, -1.127], [-0.804, 0.141, -2.396], [-1.639, -0.130, -3.898], [-2.944, -1.441, -3.621], [-0.471, -0.886, -5.161], [-2.411, 1.504, -4.492], [-2.868, 1.150, -0.563], [-3.369, 0.322, 0.436], [-4.709, 0.413, 0.876], [-5.576, 1.263, 0.328], [-5.153, 2.038, -0.745], [-3.735, 2.076, -1.136], [-0.553, 2.704, -1.256], [0.340, 3.007, -2.313], [0.718, 4.323, -2.484], [0.280, 5.312, -1.598], [-0.525, 4.989, -0.602], [-0.916, 3.655, -0.341], [-0.830, 0.482, 2.970], [-1.754, 1.519, 2.979], [-2.805, 1.519, 3.867], [-2.900, 0.466, 4.752], [-1.918, -0.511, 4.883], [-0.881, -0.500, 3.947], [1.203, 2.149, 1.938], [1.824, 2.757, 0.853], [2.420, 3.980, 0.988], [2.587, 4.502, 2.215], [1.949, 3.910, 3.327], [1.277, 2.738, 3.191], [5.136, 0.141, 3.130], [3.539, 1.123, 3.439], [4.076, 0.719, 1.737], [3.062, -3.231, 1.384], [4.660, -2.846, 2.193], [4.033, -2.025, 0.698], [2.388, -3.044, 4.339], [2.051, -1.448, 5.135], [3.765, -1.851, 4.929], [-2.451, -2.337, -3.287], [-3.291, -1.640, -4.627], [-3.828, -1.117, -3.025], [0.516, -1.130, -4.702], [-0.375, -0.207, -6.019], [-0.733, -1.835, -5.668], [-3.102, 1.286, -5.343], [-1.774, 2.316, -4.953], [-2.974, 1.876, -3.644], [-2.695, -0.342, 0.951], [-4.989, -0.135, 1.731], [-6.608, 1.416, 0.684], [-5.860, 2.803, -1.277], [-3.370, 2.687, -1.890], [0.741, 2.224, -3.031], [1.289, 4.672, -3.362], [0.376, 6.309, -1.942], [-0.856, 5.659, 0.146], [-1.643, 3.508, 0.404], [-1.644, 2.388, 2.286], [-3.513, 2.370, 3.840], [-3.803, 0.286, 5.313], [-1.994, -1.291, 5.622], [-0.166, -1.306, 4.094], [1.895, 2.197, -0.095], [2.921, 4.536, 0.234], [3.040, 5.479, 2.350], [2.176, 4.318, 4.314], [0.944, 2.300, 4.124], [2.612, -2.192, -3.555], [3.134, -0.921, -3.265], [3.839, 0.002, -4.013], [4.287, 1.122, -3.340], [4.206, 1.238, -1.968], [3.424, 0.333, -1.223], [2.896, -0.715, -1.895], [2.049, -1.725, -1.412], [1.898, -2.514, -2.475], [0.894, -3.547, -2.513], [0.622, -4.563, -3.437], [-0.518, -5.608, -2.895], [-0.760, -4.698, -1.430], [0.152, -3.757, -1.331], [2.493, -2.753, -4.397], [4.048, -0.124, -4.986], [4.978, 1.617, -3.962], [4.821, 2.028, -1.530], [3.315, 0.400, -0.188], [1.121, -4.637, -4.396], [-1.385, -5.135, -0.679], [-2.889, -2.507, -0.354], [-2.202, -3.257, 1.206], [-3.001, -4.145, 1.873], [-2.462, -4.983, 2.808], [-1.094, -4.862, 2.965], [-0.375, -3.903, 2.294], [-0.954, -3.063, 1.413], [-4.043, -4.207, 1.680], [-3.050, -5.698, 3.429], [-0.566, -5.472, 3.641], [0.644, -3.634, 2.416]]
}

=====

4.
{
  "formula": "C21H31NO",
  "method": "wB97M-V/def2-TZVPD",
  "e_above_lowest_kcal_mol": 52.4,
  "total_charge": 0,
  "smiles": "CCN(CC)CCC#C[C@@](O)(c1ccccc1)C1CCCCC1",
  "energy_ev": -25816.42835,
  "gap_ha": 0.332,
  "species": ["C", "C", "N", "C", "C", "C", "C", "C", "C", "C", "O", "C", "C", "C", "C", "C", "C", "C", "C", "C", "C", "C", "C", "H", "H", "H", "H", "H", "H", "H", "H", "H", "H", "H", "H", "H", "H", "H", "H", "H", "H", "H", "H", "H", "H", "H", "H", "H", "H", "H", "H", "H", "H", "H"],
  "coordinates": [[-4.088, -0.790, 1.452], [-3.265, -0.277, 0.264], [-3.575, 1.063, -0.199], [-4.951, 1.279, -0.612], [-5.366, 0.349, -1.747], [-3.038, 2.114, 0.647], [-1.677, 2.607, 0.116], [-0.613, 1.655, 0.350], [0.275, 0.866, 0.521], [1.293, -0.135, 0.836], [1.466, -0.216, 2.250], [0.882, -1.492, 0.278], [1.394, -2.642, 0.867], [1.052, -3.890, 0.381], [0.193, -4.003, -0.699], [-0.318, -2.861, -1.291], [0.024, -1.611, -0.807], [2.668, 0.280, 0.254], [2.640, 0.370, -1.270], [4.013, 0.768, -1.807], [4.462, 2.097, -1.210], [4.490, 2.008, 0.312], [3.117, 1.616, 0.846], [-4.029, -0.103, 2.294], [-5.133, -0.916, 1.182], [-3.698, -1.754, 1.770], [-2.206, -0.281, 0.532], [-3.388, -0.962, -0.578], [-5.014, 2.309, -0.976], [-5.665, 1.179, 0.224], [-6.313, 0.685, -2.162], [-4.614, 0.366, -2.531], [-5.490, -0.673, -1.401], [-2.918, 1.787, 1.689], [-3.723, 2.966, 0.648], [-1.766, 2.787, -0.958], [-1.420, 3.549, 0.610], [0.613, -0.418, 2.649], [2.060, -2.547, 1.712], [1.457, -4.777, 0.847], [-0.076, -4.978, -1.078], [-0.988, -2.943, -2.135], [-0.378, -0.722, -1.271], [3.380, -0.496, 0.557], [2.344, -0.590, -1.699], [1.900, 1.116, -1.569], [3.974, 0.840, -2.896], [4.739, -0.008, -1.549], [5.452, 2.361, -1.589], [3.766, 2.883, -1.514], [4.790, 2.968, 0.737], [5.226, 1.262, 0.617], [3.143, 1.536, 1.933], [2.386, 2.385, 0.581]]
}